(1)
DFT (the ωB97M-V functional and the def2-TZVPD basis) results for a 2-piece molecular cluster, C4H15NSi2 overall in a non-equilibrium geometry.

```
22
C4H15NSi2 the ωB97M-V functional and the def2-TZVPD basis
H -3.42 1.46 -1.08
H 1.79 1.22 1.79
H 4.91 -0.06 0.52
H -1.75 1.41 -0.61
N 1.36 -1.32 -0.33
H -4.81 0.53 0.69
H 2.86 0.78 -1.75
C 1.53 1.14 0.71
Si 2.53 -0.05 -0.41
C -4.49 -0.42 0.80
H 0.49 -1.20 -0.79
H -4.57 -0.59 1.81
C 4.12 -0.76 0.23
H 1.65 -2.25 -0.52
H 1.59 2.23 0.47
H -5.06 -1.07 0.29
H 0.48 0.94 0.69
Si -2.74 -0.75 -0.04
C -2.61 0.86 -1.11
H 4.62 -1.39 -0.39
H 4.05 -1.31 1.23
H -2.54 0.60 -2.18
```

- Lowest unoccupied orbital energy: -0.0102 Eh
- Energy relative to the best compared isomer or geometry (same formula, charge and spin): 76.5 kcal per mole
- DFT total energy: -795.05975 a.u.

List of Löwdin charges in e, atom by atom: atom 1 (H): -0.048, atom 2 (H): 0.033, atom 3 (H): 0.024, atom 4 (H): 0.027, atom 5 (N): -0.092, atom 6 (H): -0.032, atom 7 (H): -0.014, atom 8 (C): -0.231, atom 9 (Si): 0.451, atom 10 (C): -0.299, atom 11 (H): -0.017, atom 12 (H): -0.015, atom 13 (C): -0.231, atom 14 (H): 0.010, atom 15 (H): 0.019, atom 16 (H): -0.042, atom 17 (H): -0.031, atom 18 (Si): 0.776, atom 19 (C): -0.338, atom 20 (H): -0.031, atom 21 (H): 0.069, atom 22 (H): 0.012

(2)
DFT (the ωB97M-V functional and the def2-TZVPD basis) results for a 2-piece molecular cluster, C4H15PSi2 overall in a non-equilibrium geometry.

```
22
C4H15PSi2 the ωB97M-V functional and the def2-TZVPD basis
Si -2.53 -0.06 0.28
C -0.71 0.51 0.24
H -3.51 0.85 -2.03
H -0.38 -0.50 0.68
H -4.68 0.53 -0.72
H -3.53 -2.53 -0.89
H -0.28 1.15 0.96
Si 2.82 -0.13 0.37
H -1.51 -2.40 -0.95
H 4.71 -1.60 0.51
C 2.66 1.47 1.00
P -2.56 -2.25 0.03
H -3.72 2.02 -0.72
H -0.24 0.81 -0.69
H 1.62 -0.75 0.11
H 3.31 1.93 1.66
H 5.17 -0.13 -0.23
C 4.42 -0.84 -0.22
H 4.27 -1.26 -1.14
C -3.71 1.01 -0.98
H -3.21 0.20 1.69
H 1.58 1.98 1.05
```

- Structure (SMILES): C[SiH](C)P.C=[SiH]C
- Lowest unoccupied orbital energy: 0.0182 Eh
- Energy relative to the best compared isomer or geometry (same formula, charge and spin): 51.7 kcal per mole
- DFT total energy: -1081.60154 a.u.

List of Löwdin charges in e, atom by atom: atom 1 (Si): 0.333, atom 2 (C): -0.309, atom 3 (H): 0.000, atom 4 (H): -0.004, atom 5 (H): 0.006, atom 6 (H): -0.198, atom 7 (H): -0.030, atom 8 (Si): 0.696, atom 9 (H): -0.143, atom 10 (H): 0.032, atom 11 (C): -0.249, atom 12 (P): 0.546, atom 13 (H): -0.023, atom 14 (H): 0.035, atom 15 (H): -0.105, atom 16 (H): -0.087, atom 17 (H): 0.005, atom 18 (C): -0.234, atom 19 (H): -0.011, atom 20 (C): -0.240, atom 21 (H): -0.024, atom 22 (H): 0.003

(3)
DFT (the ωB97M-V functional and the def2-TZVPD basis) results for C4H16BNaO4 as an isolated structure in a non-equilibrium geometry.

```
26
C4H16BNaO4 the ωB97M-V functional and the def2-TZVPD basis
Na 28.45 -16.82 -22.43
H 30.42 -19.95 -22.09
O 29.79 -19.23 -21.99
C 28.68 -16.05 -25.93
O 28.51 -14.71 -25.51
O 30.38 -16.78 -24.25
H 27.86 -13.13 -22.42
H 28.32 -14.71 -24.55
H 28.64 -16.05 -27.02
H 28.53 -19.13 -18.89
B 27.91 -14.28 -22.27
H 27.55 -14.47 -21.18
H 28.48 -16.84 -19.16
H 27.20 -14.80 -23.02
C 30.09 -16.56 -25.64
C 28.93 -19.60 -20.90
H 30.09 -17.62 -25.95
O 28.61 -17.35 -19.96
H 30.13 -18.65 -19.44
H 27.89 -19.59 -21.24
H 29.18 -20.61 -20.59
C 29.07 -18.67 -19.72
H 31.11 -16.22 -23.96
H 30.81 -15.99 -26.22
H 27.87 -16.70 -25.60
H 28.97 -14.70 -22.46
```

- Lowest unoccupied orbital energy: -0.0092 Eh
- Energy relative to the best compared isomer or geometry (same formula, charge and spin): 0.0 kcal per mole
- DFT total energy: -650.04439 a.u.

List of Löwdin charges in e, atom by atom: atom 1 (Na): 0.477, atom 2 (H): 0.093, atom 3 (O): -0.055, atom 4 (C): -0.253, atom 5 (O): -0.068, atom 6 (O): -0.088, atom 7 (H): -0.038, atom 8 (H): 0.015, atom 9 (H): 0.118, atom 10 (H): 0.127, atom 11 (B): -0.391, atom 12 (H): -0.049, atom 13 (H): 0.111, atom 14 (H): -0.052, atom 15 (C): -0.205, atom 16 (C): -0.222, atom 17 (H): 0.116, atom 18 (O): -0.050, atom 19 (H): 0.127, atom 20 (H): 0.126, atom 21 (H): 0.128, atom 22 (C): -0.241, atom 23 (H): 0.097, atom 24 (H): 0.125, atom 25 (H): 0.117, atom 26 (H): -0.063

Question: What is the formula in the third record?
Answer: C4H16BNaO4